[1]
{
  "formula": "C8H16N2O",
  "method": "ωB97M-V/def2-TZVPD",
  "elements": ["C", "N", "C", "C", "C", "C", "C", "C", "N", "O", "C", "H", "H", "H", "H", "H", "H", "H", "H", "H", "H", "H", "H", "H", "H", "H", "H"],
  "coordinates": [[-1.1581, -2.9536, -0.2033], [-0.2866, -2.0580, -0.3975], [0.1827, -1.3425, 0.7902], [1.6826, -1.5944, 0.8417], [-0.2026, 0.1150, 0.7959], [-1.1127, 0.4111, 1.9666], [0.3376, 1.0918, 0.0758], [-0.0447, 2.5560, 0.0880], [1.3544, 0.9334, -0.8902], [1.3980, 1.8670, -2.0022], [0.6427, 1.4875, -3.0916], [-1.3865, -3.3072, 0.7252], [-1.5141, -3.5010, -0.9781], [-0.2023, -1.8870, 1.7514], [1.8644, -2.6901, 1.2240], [2.0936, -0.8989, 1.5525], [2.2352, -1.5249, -0.0323], [-0.5152, 1.0236, 2.5858], [-1.7147, -0.4901, 2.3254], [-2.0211, 0.9931, 1.7252], [-0.8079, 2.8331, -0.6117], [0.8621, 3.1068, -0.1542], [-0.4429, 2.6353, 1.1669], [1.5820, -0.1036, -1.1155], [1.1143, 0.8906, -3.9438], [0.2188, 2.4259, -3.5879], [-0.3185, 1.0652, -2.7186]],
  "atomic_forces_ev_per_a": [[2.5, 1.8, -0.4], [-1.0, 0.6, 0.0], [0.7, -1.8, 0.3], [-0.3, -2.3, 2.8], [-0.7, -0.9, 0.8], [-2.6, -0.4, -1.4], [0.0, 1.1, -2.9], [-0.2, -1.1, 3.1], [1.1, -2.6, -0.4], [1.0, -1.1, 1.6], [-2.8, 0.6, -1.9], [-1.0, -0.6, 3.0], [-1.1, -1.4, -2.6], [0.3, 1.2, -1.5], [-0.3, 2.0, -0.6], [0.5, 0.1, 0.4], [0.7, 0.3, -1.9], [0.1, 0.1, 1.9], [1.8, 0.9, 0.3], [0.6, 0.5, -0.4], [-0.5, -0.1, -0.4], [-0.2, 0.4, 0.5], [0.6, 1.0, -1.7], [-0.6, 2.7, -0.3], [-0.2, 0.4, 1.6], [1.0, -0.8, 0.5], [0.7, -0.5, -0.4]],
  "nbo_charge": [-0.0551, -0.3717, -0.0927, -0.5983, -0.1245, -0.6460, 0.1916, -0.6499, -0.3525, -0.3881, -0.2767, 0.1346, 0.1621, 0.1729, 0.2035, 0.2166, 0.2011, 0.2231, 0.2255, 0.2125, 0.2228, 0.2402, 0.2143, 0.3797, 0.1799, 0.1877, 0.1872],
  "homo_energy_ha": -0.288,
  "gap_ev": 8.787,
  "smiles": "C=N[C@@H](C)/C(C)=C(/C)NOC",
  "energy_ev": -13578.14218
}

***

[2]
{
  "formula": "C8H16N2O",
  "method": "ωB97M-V/def2-TZVPD",
  "elements": ["C", "C", "C", "C", "C", "C", "C", "C", "N", "N", "O", "H", "H", "H", "H", "H", "H", "H", "H", "H", "H", "H", "H", "H", "H", "H", "H"],
  "coordinates": [[-1.1926, -1.1378, -0.1985], [-0.6558, -1.9282, 0.5067], [2.1029, 0.9179, 1.4371], [-0.1591, -2.9921, 1.4467], [-2.8648, -0.5870, -1.8708], [-1.9235, 1.2040, -0.1812], [3.1995, 2.0927, -0.3796], [-1.6839, -0.0639, -1.0473], [1.9067, 0.2752, -0.7799], [2.2880, 1.0380, 0.1397], [1.0770, 0.0445, 1.9859], [2.2068, 1.7360, 2.1698], [-0.4890, -4.0209, 1.2993], [-0.5380, -2.7232, 2.3741], [0.8524, -3.1509, 1.3765], [-3.8007, -0.7366, -1.3916], [-2.4200, -1.3642, -2.4495], [-3.1762, 0.0735, -2.6593], [-2.6778, 1.7952, -0.6548], [-0.9826, 1.7487, 0.1017], [-2.2552, 0.7855, 0.8555], [4.2608, 1.7989, -0.3794], [2.9519, 2.4013, -1.3016], [3.1410, 2.9667, 0.2845], [-0.8191, 0.1537, -1.7111], [1.2949, -0.4298, -0.3375], [0.3563, 0.1028, 1.3644]],
  "atomic_forces_ev_per_a": [[-0.1, 1.0, -0.6], [0.6, -2.8, 1.4], [-2.1, 0.4, 2.4], [-2.0, 0.3, -2.1], [1.0, 1.4, -0.9], [0.5, -1.8, 2.4], [1.6, 0.1, 4.4], [0.6, 0.7, 0.0], [-1.8, -2.3, -1.8], [1.8, 1.5, 1.5], [2.5, 1.0, -1.2], [0.7, -0.2, -1.1], [-0.9, 0.2, -0.7], [0.0, 0.5, 2.1], [2.7, 0.5, 0.3], [-0.4, -1.0, 1.0], [-0.5, -1.4, 0.0], [0.2, 1.1, -0.4], [-0.3, 0.8, 0.1], [-0.8, -0.3, -0.8], [-0.1, 1.1, -1.7], [-0.6, -0.4, 0.1], [-1.4, 0.5, -3.3], [-0.1, -0.3, -0.1], [-0.7, 0.0, -0.1], [0.3, 0.0, -0.4], [-0.9, -0.4, -0.4]],
  "nbo_charge": [-0.0426, -0.0133, 0.1465, -0.6640, -0.6039, -0.5998, -0.3919, -0.3022, -0.5889, -0.0716, -0.7124, 0.1779, 0.2294, 0.2338, 0.2334, 0.2170, 0.2228, 0.2066, 0.2161, 0.2131, 0.2112, 0.2197, 0.2206, 0.2013, 0.2408, 0.3221, 0.4779],
  "homo_energy_ha": -0.278,
  "gap_ev": 8.439,
  "energy_ev": -13577.65564
}

***

[3]
{
  "formula": "C8H16N2O7",
  "method": "ωB97M-V/def2-TZVPD",
  "elements": ["C", "C", "O", "C", "N", "C", "O", "O", "H", "H", "H", "H", "H", "H", "H", "H", "H", "N", "C", "C", "C", "O", "O", "C", "O", "O", "H", "H", "H", "H", "H", "H", "H"],
  "coordinates": [[1.9200, 2.3501, 4.9439], [2.0968, 1.5125, 3.7206], [2.5338, 0.2123, 3.9667], [0.7602, 1.4845, 3.0613], [0.3322, 0.3912, 2.1757], [0.3330, 2.8245, 2.4875], [0.9072, 3.3356, 1.5664], [-0.7740, 3.4086, 3.1279], [1.6530, 3.3631, 4.5945], [1.0886, 2.0262, 5.6474], [2.8949, 2.4319, 5.4713], [2.7714, 2.0144, 3.1579], [2.3634, -0.2449, 3.3009], [0.0591, 1.4058, 3.9774], [0.3729, -0.5075, 2.5242], [0.8230, 0.4630, 1.3890], [-0.9619, 4.2339, 2.6017], [-0.4085, -0.1447, -1.9004], [-1.0259, -1.4508, -1.6259], [-2.1703, -1.5174, -2.6808], [-1.7796, -1.2778, -4.1889], [-0.8247, -1.7855, -4.8140], [-2.7500, -0.7373, -4.8916], [-0.0736, -2.7020, -1.7897], [-0.0783, -3.5678, -0.9604], [0.6933, -2.9298, -2.8628], [0.2973, 0.0413, -1.2459], [0.0166, -0.1017, -2.7575], [-1.3475, -1.5490, -0.6803], [-2.6868, -2.4379, -2.6758], [-2.8171, -0.7641, -2.3829], [-2.4973, -0.5521, -5.8679], [0.4826, -2.3771, -3.6075]],
  "atomic_forces_ev_per_a": [[0.2, 0.5, 1.6], [-1.5, -0.8, 1.1], [2.5, 5.8, 9.7], [-4.3, -0.7, 2.4], [-1.5, 2.9, 2.4], [-0.6, 0.3, 0.1], [-0.3, 0.3, 0.0], [1.4, 0.1, -1.7], [0.1, -0.3, 0.3], [1.2, 0.1, -0.8], [-0.7, 0.0, -0.1], [2.4, 1.5, -2.2], [-2.2, -6.5, -9.2], [0.8, -0.3, -1.4], [0.1, -1.9, 1.3], [2.3, 0.0, -4.3], [0.2, -1.0, 0.7], [-1.9, -0.6, 2.4], [2.5, -0.2, -6.0], [2.1, 0.1, -0.8], [1.5, -2.6, -1.1], [-1.0, 1.5, 2.0], [-0.7, 1.6, -1.5], [-0.4, -0.6, -0.1], [-0.2, 0.1, 1.0], [0.3, 0.2, 0.7], [1.0, 0.5, 1.2], [1.1, -0.1, -2.7], [-1.5, 0.0, 3.3], [-0.6, -1.2, 0.0], [-1.5, 1.4, 0.2], [-0.2, -0.9, 2.3], [-0.5, 0.7, -0.9]],
  "nbo_charge": [-0.6124, 0.0564, -0.6729, -0.1757, -0.8044, 0.8021, -0.5810, -0.6922, 0.2151, 0.2154, 0.2270, 0.1645, 0.4439, 0.2054, 0.3693, 0.3452, 0.4946, -0.8112, -0.1250, -0.4934, 0.8071, -0.6490, -0.6661, 0.7501, -0.5813, -0.6810, 0.3606, 0.3532, 0.2258, 0.2458, 0.2425, 0.5167, 0.5048],
  "homo_energy_ha": -0.356,
  "gap_ev": 10.005,
  "smiles": "C[C@@H](O)[C@H](N)C(=O)O.N[C@@H](CC(=O)O)C(=O)O",
  "energy_ev": -25866.79793
}